(1)
20
Properties=species:S:1:pos:R:3:forces:R:3 method="wB97M-V/def2-TZVPD" multiplicity=1 charge=+1 de_lowest_ev=4.522 gap_ev=5.846 max_force_ev_per_a=1.12
C -1.465875 1.426848 -0.906922 -0.42 0.15 0.70
C -0.095655 1.852826 -1.230667 -0.75 0.08 -0.09
C 0.923767 2.076391 -0.295833 -0.58 0.90 -0.24
C 0.811459 1.720196 1.007895 0.81 0.50 -0.17
N 0.740013 -3.680810 1.754258 0.25 0.22 -0.09
N -1.819726 0.058387 -1.308375 0.78 0.49 -0.64
H -1.627148 1.566203 0.162107 -0.24 -0.15 -0.01
H -2.156922 2.117306 -1.406871 0.16 0.04 -0.02
H 0.133731 2.049287 -2.270416 0.10 -0.22 -0.21
H 0.938706 -0.255770 -0.228217 0.30 -0.33 -0.08
H -0.106166 1.439591 1.484716 -0.19 -0.64 0.08
H 1.736274 1.767439 1.574424 -0.31 0.16 0.45
H 0.012719 -3.070707 2.103349 -0.19 -0.23 0.22
H 1.397043 -3.833827 2.510540 0.06 0.17 0.01
H 0.336957 -4.592094 1.575218 -0.19 0.08 -0.18
H -0.996638 -0.541693 -1.289362 -0.06 -0.27 0.26
H -2.162749 0.055703 -2.262746 -0.20 -0.10 0.01
H 1.742366 2.695667 -0.621616 0.75 -0.65 -0.16
H 0.863109 -1.707287 0.219425 0.05 -0.46 -0.29
O 0.794736 -1.143655 -0.570907 -0.11 0.26 0.43


(2)
43
Properties=species:S:1:pos:R:3:forces:R:3 method="wB97M-V/def2-TZVPD" multiplicity=5 charge=-2 gap_ev="3.344 / 7.547" s2=6.048 max_force_ev_per_a=1.05
Cr 1.065505 0.192950 -0.382954 0.85 -0.43 -0.26
C -3.173867 3.107845 4.029149 -0.01 -0.07 -0.05
C -2.826033 1.863009 3.253233 -0.01 0.12 0.11
C -3.100954 1.768829 1.900774 -0.02 -0.07 -0.28
C -2.681052 0.671374 1.156711 -0.09 0.15 -0.08
C -1.984431 -0.347037 1.777180 0.16 0.16 0.07
C -1.752039 -0.299725 3.145773 -0.12 0.03 0.20
C -2.174835 0.802642 3.874156 0.10 -0.20 0.08
S -1.255679 -1.646427 0.812673 0.26 -0.03 -0.01
O -1.917728 -1.597611 -0.462853 0.02 -0.07 -0.11
O -1.403595 -2.825547 1.642136 0.00 -0.24 -0.03
N 0.294044 -1.305108 0.637415 -0.46 -0.44 0.83
C 1.165173 -1.717827 1.760976 -0.23 0.41 -0.44
C 2.597844 -1.311986 1.452708 -0.01 0.27 -0.32
O 3.510106 -1.762252 2.132365 0.10 0.02 -0.05
O 2.729142 -0.468806 0.471265 -0.28 0.00 0.19
H -3.658552 3.844137 3.387577 -0.02 -0.01 0.01
H -2.267816 3.563926 4.429337 0.03 0.04 0.03
H -3.836522 2.892290 4.869904 -0.03 -0.01 0.03
H -3.615013 2.584959 1.405050 0.03 0.00 -0.03
H -2.853283 0.608317 0.090241 0.06 0.08 0.06
H -1.260293 -1.137244 3.628149 0.00 0.11 -0.02
H -1.984680 0.850325 4.942834 0.05 -0.02 -0.03
H 1.122291 -2.784415 1.935939 -0.02 -0.23 0.00
H 0.915119 -1.217621 2.704663 -0.09 0.05 0.00
N 2.662503 -1.770480 -6.068225 -0.10 -0.09 0.11
C 2.259982 -1.424134 -4.733298 -0.06 0.04 -0.05
C 3.032052 -1.777004 -3.606710 0.00 -0.01 -0.02
C 2.605245 -1.481993 -2.343087 -0.15 0.18 0.02
N 1.401478 -0.835112 -2.080771 -0.24 0.07 -0.31
C 0.655121 -0.466344 -3.201756 0.25 -0.10 0.19
C 1.042707 -0.741449 -4.478678 0.10 -0.04 -0.02
H 3.670832 -1.753876 -6.153346 0.10 0.04 0.00
H 2.293796 -1.101283 -6.731862 0.00 0.08 -0.04
H 3.977069 -2.299969 -3.731562 -0.03 -0.01 0.04
H 3.198893 -1.737671 -1.475477 -0.06 0.01 -0.05
H -0.273363 0.052179 -2.999629 0.06 -0.04 0.05
H 0.400512 -0.437763 -5.301965 -0.01 -0.03 0.06
O 1.559562 2.214726 -1.059351 -0.01 -0.18 0.15
S 0.257646 2.387004 -0.331010 -0.35 0.75 0.07
O -0.312229 3.710210 -0.352510 0.10 -0.16 -0.04
O -0.603450 1.315222 -0.976299 0.08 -0.07 0.06
O 0.518790 1.818740 1.031132 0.04 -0.07 -0.10


(3)
17
Properties=species:S:1:pos:R:3:forces:R:3 method="wB97M-V/def2-TZVPD" multiplicity=1 de_lowest_ev=0.324 gap_ev=10.421 max_force_ev_per_a=0.49
C -1.749661 -0.499287 0.613271 0.00 -0.03 0.02
C -1.424238 0.999357 0.671990 -0.03 0.06 0.02
C -0.395361 1.466773 -0.332696 0.15 -0.08 -0.03
C 0.803356 0.928667 -0.576248 -0.21 0.12 0.04
C 1.360397 -0.248666 0.149261 -0.06 -0.07 0.22
C 1.963574 -1.330396 -0.722343 0.01 -0.08 0.03
O 1.306583 -0.355856 1.359415 0.08 0.07 -0.48
H -0.911500 -1.097767 0.974944 -0.18 0.05 -0.08
H -2.610181 -0.723176 1.251352 0.09 0.04 -0.10
H -1.991116 -0.813684 -0.408975 0.02 0.08 0.16
H -2.342405 1.572546 0.504188 0.12 -0.07 0.02
H -1.080543 1.253609 1.681277 -0.02 -0.03 -0.11
H -0.686918 2.316684 -0.950931 0.06 -0.14 0.08
H 1.403219 1.315180 -1.399491 -0.07 -0.06 0.11
H 2.983757 -1.058112 -1.015993 -0.12 0.02 0.04
H 1.994778 -2.265773 -0.161320 0.06 0.11 -0.06
H 1.376253 -1.460092 -1.637709 0.10 0.03 0.13


(4)
8
Properties=species:S:1:pos:R:3:forces:R:3 method="wB97M-V/def2-TZVPD" multiplicity=1 de_lowest_ev=2.130 gap_ev=8.179 max_force_ev_per_a=7.07 smiles="F/C=C/C=S"
F 2.218264 -0.340686 -0.023543 1.93 -2.32 -0.40
C 0.920862 -0.747100 0.027986 2.85 -0.79 0.39
C 0.237951 0.263872 0.342583 -3.23 5.74 -2.58
C -1.235277 0.503870 -0.088503 -0.28 1.45 1.89
S -2.481674 -0.546822 0.055909 1.10 0.31 -0.31
H 0.766810 -1.746870 -0.102516 -0.33 -2.48 -0.54
H 1.168231 0.997775 0.087271 -3.52 0.37 1.42
H -1.595167 1.615960 -0.299184 1.47 -2.27 0.13